# 1
This record from the OMol25 dataset describes C18H23N3O3Re as an isolated structure at a distorted geometry. The level of theory is ωB97M-V with the def2-TZVPD basis set.

Output
Net charge: +4
ΔE to the lowest compared entry with this formula, charge and spin, eV: 0.289
Expectation value of S²: 3.766
LUMO (spin up / spin down), eV: -14.83 / -18.06
Electronic energy, eV: -31731.822
HOMO energy (spin up / spin down), Eh: -0.798 / -0.798
Multiplicity: 4
Maximum force, eV/Å: 9.0

Last column: Mulliken charge in e.
Cartesian coordinates (Å):
N: -1.833 -1.455 -3.717  -0.4099
C: -1.238 -1.849 -4.628  0.3959
C: -0.589 -2.364 -5.819  -0.8610
H: 0.434 -1.982 -5.879  0.2747
H: -1.148 -2.043 -6.704  0.3441
H: -0.568 -3.458 -5.782  0.3177
N: -2.517 0.702 1.957  -0.4064
C: -3.463 1.069 2.523  0.3532
C: -4.554 1.283 3.442  -0.8743
H: -5.428 1.647 2.887  0.3616
H: -4.252 2.036 4.183  0.3540
H: -4.795 0.334 3.943  0.3504
N: 3.927 0.986 0.111  -0.4797
C: 4.649 1.645 0.730  0.3706
C: 5.597 2.481 1.458  -0.9135
H: 5.695 2.138 2.493  0.3280
H: 5.249 3.520 1.459  0.3060
H: 6.581 2.441 0.976  0.3154
Re: -1.071 1.094 0.223  1.5266
C: 0.322 0.458 1.502  0.2214
O: 1.130 0.119 2.256  -0.1572
C: -1.772 -0.759 -0.254  0.2067
O: -2.203 -1.807 -0.464  -0.0983
C: -1.722 1.741 -1.720  -0.8558
C: -0.355 1.450 -1.755  0.1625
C: 0.512 1.966 -0.786  0.1179
C: 0.018 2.926 0.124  -0.5448
C: -1.353 3.212 0.175  -0.4962
C: -2.226 2.631 -0.766  -0.2505
H: -2.380 1.221 -2.401  0.5997
H: 0.027 0.821 -2.541  0.3615
H: 1.548 1.660 -0.739  0.4013
H: 0.698 3.371 0.835  0.5240
H: -1.745 3.851 0.956  0.5747
H: -3.283 2.856 -0.734  0.5623
C: 3.088 -1.944 -2.462  -0.5343
C: 2.648 -2.850 -1.298  -0.6656
C: 1.440 -2.133 -0.673  -0.2687
O: 1.198 -0.912 -1.395  -0.0448
C: 2.380 -0.615 -2.183  0.0118
H: 4.169 -1.822 -2.552  0.4006
H: 2.700 -2.347 -3.406  0.2692
H: 3.432 -2.940 -0.543  0.3457
H: 2.359 -3.845 -1.642  0.3396
H: 0.519 -2.734 -0.703  0.3694
H: 1.636 -1.867 0.379  0.2230
H: 3.038 0.060 -1.589  0.0569
H: 2.051 -0.096 -3.099  0.5144

---

# 2
This record from the OMol25 dataset describes C32H28BrIN6O2SW as an isolated structure. The level of theory is ωB97M-V with the def2-TZVPD basis set.

Output
Net charge: +2
ΔE to the lowest compared entry with this formula, charge and spin, eV: 0.000
LUMO, eV: -6.35
Electronic energy, eV: -137465.213
HOMO energy, Eh: -0.478
Maximum force, eV/Å: 0.4

Last column: Mulliken charge in e.
Cartesian coordinates (Å):
W: -0.101 -0.187 0.270  0.1944
C: 3.162 -2.502 2.347  -1.9389
C: 2.058 -1.576 1.955  0.8803
N: 1.242 -1.767 0.977  0.9216
N: 1.393 -2.942 0.268  -1.0761
C: 1.044 -2.988 -1.028  0.8021
N: 1.250 -4.116 -1.693  -0.4569
S: 0.376 -1.627 -1.767  -0.3501
C: 1.816 -0.333 2.674  0.6468
C: 2.493 -0.009 3.839  -1.0842
C: 2.220 1.185 4.477  -0.7767
C: 1.281 2.025 3.907  -1.1141
C: 0.644 1.640 2.744  0.1615
N: 0.873 0.469 2.127  0.3606
H: 3.529 -3.083 1.505  0.4958
H: 2.841 -3.184 3.139  0.3158
H: 4.007 -1.931 2.724  0.6417
H: 1.725 -3.756 0.764  0.3458
H: 1.692 -4.924 -1.284  0.1918
H: 0.955 -4.181 -2.654  0.2672
H: 3.224 -0.691 4.246  0.4684
H: 2.732 1.455 5.390  0.4800
H: 1.037 2.981 4.348  0.5308
H: -0.071 2.304 2.295  0.4268
C: 4.263 -0.300 -1.564  -1.0056
C: 3.293 0.682 -2.149  0.5273
N: 3.557 1.225 -3.309  -0.6237
C: 2.684 2.098 -3.865  -0.9909
C: 1.528 2.496 -3.256  0.7714
C: 0.605 3.494 -3.905  -1.1854
O: -0.746 3.039 -3.915  -0.4820
C: 1.213 1.918 -1.994  0.9665
C: 0.136 2.456 -1.230  -1.0513
N: -0.389 2.003 -0.119  0.2555
C: -1.305 2.913 0.524  -0.8214
C: -1.164 4.298 0.393  -0.3262
C: -2.080 5.164 0.965  -0.9825
C: -3.143 4.677 1.712  -0.6648
C: -3.258 3.313 1.922  -0.7050
C: -2.336 2.458 1.342  1.2844
I: -2.378 0.423 1.797  0.4790
C: 2.081 0.967 -1.453  -0.1549
O: 1.824 0.324 -0.344  -0.3023
H: 5.213 -0.218 -2.084  0.4305
H: 3.887 -1.320 -1.689  0.1107
H: 4.406 -0.127 -0.498  0.2787
H: 2.958 2.482 -4.839  0.3938
H: 0.963 3.721 -4.910  0.4445
H: 0.609 4.437 -3.352  0.3256
H: -0.909 2.550 -4.728  0.3264
H: -0.283 3.379 -1.614  0.9713
H: -0.316 4.712 -0.135  0.6028
H: -1.950 6.230 0.838  0.4273
H: -3.858 5.354 2.159  0.4246
H: -4.053 2.921 2.543  0.4538
Br: -2.044 0.178 -1.671  0.1422
C: -2.956 -1.486 -1.436  0.8933
C: -3.970 -1.775 -2.295  -0.8054
C: -4.673 -2.983 -2.116  -0.7748
C: -4.346 -3.810 -1.082  -0.9563
C: -3.303 -3.485 -0.181  0.9247
C: -3.032 -4.317 0.936  -0.7639
C: -2.083 -3.955 1.839  -1.2398
C: -1.323 -2.777 1.637  -0.2898
C: -1.474 -1.959 0.540  -0.0688
C: -2.542 -2.300 -0.361  0.7326
H: -4.238 -1.097 -3.094  0.4802
H: -5.477 -3.234 -2.794  0.4240
H: -4.898 -4.728 -0.923  0.4448
H: -3.618 -5.217 1.071  0.4323
H: -1.905 -4.560 2.719  0.4982
H: -0.591 -2.527 2.397  0.4139

---

# 3
This record from the OMol25 dataset describes a 2-piece molecular cluster, C5H17N2O overall at a distorted geometry. The level of theory is ωB97M-V with the def2-TZVPD basis set.

Output
ΔE to the lowest compared entry with this formula, charge and spin, eV: 2.024
Expectation value of S²: 0.750
LUMO (spin up / spin down), eV: 0.66 / 0.55
Electronic energy, eV: -10484.272
HOMO energy (spin up / spin down), Eh: -0.111 / -0.332
Multiplicity: 2
Maximum force, eV/Å: 3.4

Last column: Mulliken charge in e.
Cartesian coordinates (Å):
C: 1.488 -0.368 1.000  -1.8339
C: 0.087 0.220 1.143  -0.4693
C: -0.665 0.897 0.021  -0.7667
C: -1.186 0.034 -1.107  -0.8896
N: -1.621 -1.309 -0.642  -0.2710
C: -2.944 -1.227 0.042  -0.8923
N: 2.611 0.641 1.186  -2.0094
H: 1.723 -0.751 0.000  0.3077
H: 1.695 -1.154 1.754  0.5184
H: -0.499 -0.700 1.365  0.1923
H: -0.018 0.641 2.123  0.9880
H: -0.234 1.735 -0.529  0.4393
H: -1.593 1.270 0.487  0.2481
H: -0.394 -0.215 -1.854  0.4273
H: -1.902 0.524 -1.790  0.2910
H: -1.636 -1.986 -1.385  0.2491
H: -3.008 -2.052 0.755  0.2823
H: -3.756 -1.221 -0.733  0.3320
H: -2.977 -0.304 0.614  0.2873
H: 2.318 1.376 1.855  0.6362
H: 2.577 1.213 0.303  0.5625
H: 3.550 0.214 1.290  1.1025
H: 1.766 1.423 -2.270  0.1208
H: 2.533 0.225 -2.104  0.1937
O: 2.085 0.874 -1.523  -0.0463